{"formula": "C52H36BF9FeN10O2PS2", "method": "the ωB97M-V functional and the def2-TZVPD basis", "multiplicity": 6, "s_squared": 8.7731, "total_charge": 0, "gap_ev": [6.50, 7.12], "symbols": ["Fe", "C", "C", "C", "C", "N", "C", "N", "C", "N", "C", "N", "C", "C", "C", "C", "C", "N", "C", "C", "C", "C", "C", "C", "H", "H", "H", "H", "H", "H", "H", "H", "H", "H", "H", "H", "B", "N", "C", "C", "C", "N", "N", "C", "C", "C", "N", "H", "H", "H", "H", "H", "H", "H", "H", "F", "C", "F", "F", "C", "C", "C", "C", "C", "C", "P", "C", "C", "C", "C", "C", "C", "C", "F", "F", "F", "C", "C", "C", "C", "C", "C", "C", "F", "F", "F", "H", "H", "H", "H", "H", "H", "H", "H", "H", "H", "H", "H", "O", "S", "O", "N", "C", "S", "C", "C", "C", "C", "C", "C", "H", "H", "H", "H"], "positions_angstrom": [[14.609, 11.999, 16.125], [18.925, 10.272, 18.893], [18.408, 10.681, 20.102], [17.381, 11.612, 20.143], [16.954, 12.165, 18.941], [17.494, 11.833, 17.739], [18.416, 10.863, 17.744], [14.657, 12.207, 19.633], [14.146, 11.133, 19.059], [14.553, 10.696, 17.906], [13.995, 9.496, 17.696], [14.297, 8.654, 16.784], [15.140, 8.898, 15.711], [15.780, 7.756, 15.204], [16.560, 7.828, 14.090], [16.549, 9.036, 13.357], [15.857, 10.106, 13.877], [15.157, 10.089, 15.045], [13.018, 9.182, 18.811], [12.119, 8.177, 19.000], [11.321, 8.251, 20.119], [11.584, 9.248, 21.082], [12.440, 10.340, 20.877], [13.151, 10.249, 19.702], [19.620, 9.424, 18.844], [18.880, 10.389, 21.030], [16.933, 11.955, 21.036], [18.789, 10.689, 16.730], [15.613, 6.862, 15.826], [17.280, 7.036, 13.835], [17.149, 9.200, 12.485], [15.832, 11.095, 13.478], [11.935, 7.379, 18.290], [10.532, 7.557, 20.328], [10.993, 9.240, 22.005], [12.465, 11.125, 21.627], [15.361, 15.339, 15.975], [15.311, 14.658, 17.335], [15.681, 15.279, 18.502], [15.821, 14.400, 19.503], [15.685, 13.002, 18.878], [15.257, 13.349, 17.509], [14.388, 14.770, 14.950], [13.718, 15.484, 14.042], [13.043, 14.643, 13.181], [13.293, 13.352, 13.702], [14.178, 13.476, 14.715], [16.486, 15.227, 15.696], [15.048, 16.465, 16.181], [15.836, 16.334, 18.477], [16.278, 14.626, 20.478], [14.151, 12.811, 20.202], [13.896, 16.553, 13.972], [12.386, 14.910, 12.372], [12.884, 12.429, 13.464], [22.087, 17.980, 16.085], [20.810, 17.899, 16.430], [20.767, 17.944, 17.796], [20.244, 19.024, 15.984], [20.191, 16.712, 15.876], [19.531, 15.784, 16.669], [18.965, 14.637, 16.121], [19.097, 14.391, 14.758], [19.785, 15.315, 13.941], [20.237, 16.506, 14.449], [18.594, 12.675, 14.174], [18.685, 12.779, 12.368], [19.885, 12.561, 11.691], [19.885, 12.579, 10.299], [18.724, 12.932, 9.619], [17.553, 13.336, 10.293], [17.579, 13.221, 11.655], [18.683, 12.768, 8.088], [19.491, 13.630, 7.388], [17.437, 12.987, 7.594], [19.130, 11.536, 7.788], [20.280, 11.901, 14.542], [21.452, 12.616, 14.869], [22.675, 11.972, 14.919], [22.709, 10.658, 14.625], [21.636, 9.909, 14.256], [20.422, 10.561, 14.225], [24.016, 9.876, 14.651], [24.454, 9.821, 13.379], [24.935, 10.541, 15.339], [23.953, 8.584, 15.047], [19.520, 16.010, 17.761], [18.370, 13.963, 16.680], [19.854, 15.016, 12.913], [20.812, 17.188, 13.831], [20.810, 12.347, 12.208], [20.768, 12.330, 9.715], [16.741, 13.566, 9.642], [16.647, 13.468, 12.185], [21.466, 13.709, 15.055], [23.578, 12.444, 15.224], [21.640, 8.856, 13.993], [19.556, 9.964, 14.031], [10.829, 11.084, 14.105], [11.666, 10.358, 14.992], [12.526, 9.385, 14.392], [12.392, 11.395, 16.036], [11.577, 11.753, 17.066], [11.726, 13.122, 17.987], [10.518, 10.688, 17.257], [9.568, 10.574, 18.243], [8.692, 9.503, 18.211], [8.810, 8.564, 17.193], [9.747, 8.696, 16.147], [10.584, 9.695, 16.268], [9.461, 11.280, 19.047], [7.955, 9.359, 18.963], [8.087, 7.744, 17.201], [9.867, 7.943, 15.363]], "lowdin_charge": [0.81, -0.06, -0.06, -0.01, -0.20, 0.12, -0.12, 0.19, -0.29, 0.12, -0.29, 0.20, -0.31, -0.02, -0.05, -0.06, -0.13, 0.06, -0.08, -0.01, -0.06, -0.06, 0.00, -0.10, 0.11, 0.11, 0.10, 0.09, 0.12, 0.12, 0.10, 0.08, 0.13, 0.11, 0.11, 0.12, -0.45, -0.04, -0.06, 0.02, -0.36, 0.02, -0.06, -0.09, -0.03, -0.10, -0.04, 0.07, 0.08, 0.12, 0.12, 0.12, 0.13, 0.09, 0.07, 0.16, -0.62, 0.11, 0.16, -0.12, 0.01, -0.11, -0.36, -0.07, 0.02, 1.13, -0.40, -0.06, 0.00, -0.10, 0.01, -0.09, -0.53, 0.11, 0.12, 0.14, -0.35, -0.04, -0.01, -0.15, -0.01, -0.11, -0.58, 0.14, 0.15, 0.14, 0.14, 0.06, 0.10, 0.12, 0.10, 0.13, 0.11, 0.11, 0.12, 0.12, 0.13, 0.09, -0.27, 0.60, -0.29, -0.19, -0.82, 0.68, -0.22, -0.04, -0.07, -0.05, -0.05, -0.24, 0.11, 0.10, 0.11, 0.14]}